## 1
Here is a 2-piece molecular cluster, C4H13N2O2 overall from the Open Molecules 2025 dataset. Energies are from ωB97M-V/def2-TZVPD.

CARTESIAN COORDINATES (ANGSTROEM)
O (2.373, 1.750, -0.440)
O (-0.733, -0.419, 2.569)
N (0.359, -1.355, 0.196)
N (-0.452, -1.371, -2.395)
C (-0.863, 0.679, 2.092)
C (-0.643, -0.302, -0.260)
C (-0.348, -0.087, -1.737)
C (-0.586, 0.923, 0.626)
H (0.151, -2.197, -0.353)
H (0.653, 0.323, -1.797)
H (-1.420, -1.624, -2.556)
H (3.313, 1.603, -0.298)
H (1.278, -1.034, -0.121)
H (0.455, 1.277, 0.593)
H (-1.085, 1.582, 2.665)
H (-1.601, -0.811, -0.158)
H (0.019, -1.385, -3.289)
H (0.409, -1.431, 1.214)
H (2.194, 2.696, -0.386)
H (-1.011, 0.696, -2.120)
H (-1.190, 1.676, 0.138)

The total charge is +1. The frontier orbital gap comes out at 0.40976 Eh. The value obtained for the HOMO energy is -0.516 hartree.

---

## 2
Here is a 2-piece molecular cluster, C4H13N2O2 overall from the Open Molecules 2025 dataset. Energies are from ωB97M-V/def2-TZVPD.

CARTESIAN COORDINATES (ANGSTROEM)
O (-1.009, 0.935, -1.874)
O (-2.097, 1.259, 0.121)
N (-0.547, -1.008, 0.265)
N (-1.925, 2.966, -1.382)
C (-1.717, 1.706, -0.981)
C (0.891, -0.631, 0.752)
C (1.101, -1.284, 2.116)
C (1.913, -1.150, -0.278)
H (1.850, -2.302, -0.367)
H (2.944, -0.893, 0.042)
H (2.164, -0.950, 2.414)
H (0.430, -0.841, 2.820)
H (-1.757, 3.290, -2.346)
H (-1.200, 1.232, -2.754)
H (1.738, -0.754, -1.293)
H (-0.744, -0.544, -0.618)
H (0.893, 0.467, 0.812)
H (0.992, -2.401, 2.108)
H (-1.267, -0.726, 0.952)
H (-2.137, 3.651, -0.682)
H (-0.518, -2.021, 0.173)

The total charge is +1. The frontier orbital gap comes out at 0.42565 Eh. The value obtained for the HOMO energy is -0.532 hartree.

---

Relative energies, unit kcal/mol: 1 21.7; 2 0.0

---

## 1
Here is a 12-piece molecular cluster, C38H101N10O6 overall from the Open Molecules 2025 dataset. Energies are from ωB97M-V/def2-TZVPD.

CARTESIAN COORDINATES (ANGSTROEM)
O (1.395, 5.357, -2.454)
O (-0.137, 1.646, -0.061)
O (-1.413, 5.477, 1.201)
O (-1.202, 8.230, 1.408)
O (-2.009, 1.491, 2.750)
O (2.009, 8.171, -1.901)
N (0.833, 2.407, -2.469)
N (3.945, 2.765, 1.347)
N (3.929, -3.044, -3.187)
N (1.066, 3.650, 1.381)
N (-0.994, 1.824, -4.569)
N (-2.495, 3.129, 0.564)
N (-4.813, 0.667, 3.407)
N (-0.294, -5.675, 1.027)
N (-0.911, 2.774, 5.341)
N (-5.380, -1.904, 3.273)
C (0.434, -8.102, 1.083)
C (5.365, -1.808, -4.714)
C (0.778, 6.058, -1.540)
C (5.723, -4.671, -2.656)
C (2.033, -2.038, -2.043)
C (-1.725, -5.838, 0.658)
C (1.369, -3.790, 1.299)
C (0.231, 8.303, -0.593)
C (4.371, 3.020, 0.040)
C (3.182, -3.044, -1.888)
C (4.739, 0.418, 1.270)
C (4.753, 3.407, 2.365)
C (-0.763, 6.114, 0.362)
C (4.218, 4.476, -0.314)
C (-4.473, -1.884, 0.915)
C (-0.881, 0.653, 2.369)
C (-1.090, 3.234, -5.074)
C (-0.628, 7.659, 0.450)
C (-7.806, -1.695, 3.508)
C (0.373, -0.264, -4.559)
C (-5.137, -2.147, 4.641)
C (3.556, 1.329, 1.474)
C (-6.657, -2.512, 2.876)
C (-1.814, 4.223, -4.219)
C (-2.609, 1.331, -2.879)
C (-4.217, -2.248, 2.439)
C (-2.244, 1.093, -4.323)
C (0.706, -6.672, 0.588)
C (4.203, 3.205, 3.746)
C (-0.006, 0.997, -5.276)
C (0.112, -4.354, 0.526)
C (-4.981, -3.595, 5.110)
C (-0.540, 0.554, 0.769)
C (-2.024, -6.307, -0.729)
C (4.465, -4.365, -3.444)
C (1.006, 7.534, -1.365)
C (-0.059, 5.399, -0.737)
C (4.906, -1.934, -3.232)
H (0.755, 3.409, -2.369)
H (-4.188, -4.219, 4.697)
H (5.158, 0.466, 0.265)
H (-2.281, -4.943, 0.938)
H (-2.081, -6.658, 1.282)
H (-2.444, 2.745, 1.497)
H (1.289, -4.007, 2.364)
H (5.987, -2.643, -5.036)
H (1.769, -1.739, -1.028)
H (-4.176, -1.707, 4.907)
H (6.528, -3.938, -2.720)
H (-3.440, 0.724, -2.522)
H (1.237, -0.810, -4.938)
H (-0.349, 0.758, -6.283)
H (-1.797, 5.283, -4.472)
H (-0.262, -8.659, 0.456)
H (0.801, 3.803, 2.344)
H (-0.711, -3.644, 0.614)
H (3.903, -2.849, -1.094)
H (5.584, 0.575, 1.941)
H (0.317, -4.309, -0.544)
H (5.734, 2.933, 2.333)
H (-3.059, -6.329, -1.070)
H (-7.552, -0.644, 3.373)
H (-3.711, -2.331, 0.276)
H (0.435, 9.335, -0.349)
H (0.184, 2.141, -3.196)
H (5.980, -5.702, -2.899)
H (3.168, 3.540, 3.825)
H (1.792, 2.129, -2.620)
H (2.165, -1.116, -2.609)
H (-0.563, 1.957, 5.823)
H (-1.803, 1.060, -2.197)
H (2.780, -4.046, -1.736)
H (-6.791, -3.531, 3.239)
H (-5.918, -1.651, 5.218)
H (-1.408, 3.349, -6.110)
H (-0.222, 4.348, -0.922)
H (5.441, -4.868, -1.622)
H (4.263, 2.134, 3.940)
H (-0.044, 3.520, -5.180)
H (-7.923, -1.799, 4.586)
H (-5.856, -4.224, 4.946)
H (-4.838, -3.562, 6.190)
H (1.362, -8.666, 1.175)
H (-1.756, 2.626, 0.094)
H (5.435, 2.903, -0.167)
H (0.402, -0.057, -3.489)
H (4.449, -0.631, 1.343)
H (0.243, -0.202, 0.703)
H (4.469, 4.682, -1.354)
H (2.067, 3.710, 1.264)
H (4.955, 5.108, 0.182)
H (-0.022, 1.045, 2.913)
H (-0.371, -1.016, -4.821)
H (4.449, -1.798, -5.304)
H (-4.110, -3.330, 2.367)
H (-1.632, -5.464, -1.299)
H (4.425, -0.976, -3.033)
H (-6.850, -2.575, 1.805)
H (-3.820, 0.849, 3.377)
H (-1.331, 2.349, 4.526)
H (-2.943, 2.340, -2.636)
H (-1.497, 4.014, -3.197)
H (4.708, -4.372, -4.507)
H (3.105, 1.234, 2.462)
H (-1.724, 3.181, 5.780)
H (1.700, -6.413, 0.954)
H (2.239, -4.324, 0.917)
H (4.680, 3.743, 4.566)
H (-0.996, -0.333, 2.819)
H (0.659, 2.801, 1.017)
H (0.123, -8.135, 2.127)
H (-1.334, 0.016, 0.252)
H (2.787, 1.202, 0.712)
H (0.555, 1.921, -1.628)
H (-8.761, -2.052, 3.121)
H (-3.292, -1.876, 2.881)
H (-4.959, -0.319, 3.245)
H (-3.051, 1.437, -4.970)
H (5.689, -1.966, -2.474)
H (1.448, -2.704, 1.257)
H (-5.359, -2.292, 0.428)
H (3.245, 4.954, -0.195)
H (-2.066, 0.028, -4.468)
H (-2.450, 4.128, 0.703)
H (0.764, -6.719, -0.500)
H (-5.262, 1.207, 2.681)
H (-4.283, -0.839, 0.669)
H (-2.880, 3.995, -4.236)
H (1.112, -2.488, -2.414)
H (-5.252, 1.005, 4.251)
H (-0.326, 3.526, 5.006)
H (-3.400, 2.958, 0.149)
H (0.637, 4.383, 0.835)
H (3.851, 2.415, -0.702)
H (3.748, -5.185, -3.481)
H (0.864, 1.580, -5.579)
H (6.001, -0.922, -4.727)
H (4.758, 4.482, 2.186)
H (-1.453, -7.161, -1.094)

The total charge is +1. The frontier orbital gap comes out at 0.11751 Eh. The value obtained for the HOMO energy is -0.258 hartree.

---

## 2
Here is a 12-piece molecular cluster, C38H101N10O6 overall from the Open Molecules 2025 dataset. Energies are from ωB97M-V/def2-TZVPD.

CARTESIAN COORDINATES (ANGSTROEM)
O (-3.471, -2.747, 0.160)
O (0.414, -7.251, 6.863)
O (-4.241, -0.843, -2.005)
O (-0.220, 1.407, -0.938)
O (3.564, -7.244, 5.636)
O (-0.283, 0.049, 1.589)
N (8.037, 6.241, -4.939)
N (5.750, 1.886, -2.597)
N (2.786, 9.184, 5.474)
N (-4.180, -7.729, 4.115)
N (2.089, -2.284, 6.924)
N (4.797, -1.580, -6.318)
N (3.826, 4.100, 4.669)
N (-4.275, -12.227, 0.427)
N (-10.592, 2.779, 0.581)
N (-9.574, -3.106, -0.320)
C (4.121, 9.793, 5.167)
C (3.155, 0.123, -7.266)
C (-1.124, 0.631, -0.663)
C (5.814, -2.556, -6.722)
C (-5.242, -12.518, -1.904)
C (1.936, 9.183, 4.257)
C (-2.110, -11.387, -0.298)
C (6.776, 7.025, -4.633)
C (-2.344, 0.339, -1.479)
C (-4.956, -13.356, 1.101)
C (9.082, 6.570, -3.931)
C (-1.716, -1.505, 0.737)
C (-5.032, -11.658, -0.647)
C (4.238, -0.962, -7.550)
C (-9.251, 3.361, 0.287)
C (1.387, -8.305, 6.791)
C (-10.591, 1.995, 2.778)
C (-12.779, 2.207, -0.601)
C (2.050, 9.635, 6.721)
C (-4.525, -13.763, 2.435)
C (-2.810, -1.651, -0.091)
C (2.433, 8.797, 7.966)
C (7.536, 6.429, -7.471)
C (0.703, 8.243, 4.218)
C (8.539, 6.583, -6.340)
C (5.096, 9.990, 6.358)
C (3.746, -2.170, -5.575)
C (-11.472, 3.116, -0.552)
C (4.251, -2.805, -4.237)
C (-1.030, -0.242, 0.688)
C (-9.004, 4.869, 0.281)
C (2.681, -8.301, 5.831)
C (-3.170, -0.753, -1.293)
C (10.291, 5.656, -4.093)
C (-11.085, 3.167, 1.871)
C (6.994, 8.498, -4.619)
C (7.147, -1.883, -7.106)
C (-2.847, -12.611, 0.167)
H (6.101, 9.103, -4.463)
H (-4.412, -12.951, 3.152)
H (7.708, 8.720, -3.826)
H (-4.800, -14.191, 0.418)
H (9.323, 5.856, -6.553)
H (-2.542, 0.974, -2.330)
H (-9.472, -3.309, 0.664)
H (-12.631, 1.163, -0.876)
H (9.926, 4.710, -4.492)
H (1.375, -2.987, 7.047)
H (10.818, 5.473, -3.156)
H (7.849, -2.686, -7.329)
H (5.179, -3.083, -7.434)
H (5.812, 1.236, -3.367)
H (-4.461, -13.184, -2.271)
H (-12.175, 3.191, 1.880)
H (0.903, 7.203, 4.477)
H (2.562, 9.039, 3.376)
H (0.961, 9.644, 6.695)
H (-2.466, -11.129, -1.295)
H (4.592, 4.227, 4.023)
H (9.433, 7.577, -4.158)
H (-10.727, 4.140, 2.207)
H (0.788, -9.201, 6.630)
H (-11.737, 4.164, -0.411)
H (2.162, -0.283, -7.069)
H (2.296, -8.754, 4.918)
H (3.275, -2.928, -6.201)
H (-9.018, 5.380, 1.243)
H (5.875, 10.621, 5.930)
H (-1.388, -2.134, 1.551)
H (-6.026, -13.167, 1.190)
H (3.292, 4.953, 4.751)
H (-5.550, -11.790, -2.654)
H (3.216, 9.300, 8.534)
H (4.775, -2.106, -3.587)
H (-13.164, 2.071, 0.410)
H (1.573, 8.757, 8.635)
H (-9.616, -2.118, -0.523)
H (-9.505, 1.953, 2.864)
H (6.510, 6.244, -7.150)
H (1.586, 10.203, 4.098)
H (6.045, 2.796, -2.920)
H (4.091, 3.706, 5.560)
H (-5.069, -7.645, 4.587)
H (3.329, 0.613, -6.308)
H (9.060, 7.536, -6.436)
H (-4.863, -10.624, -0.949)
H (-8.511, 3.012, 1.007)
H (3.006, -1.393, -5.384)
H (1.917, -1.630, 6.174)
H (-3.980, -8.551, 3.562)
H (-1.075, -11.630, -0.539)
H (-8.911, 2.945, -0.661)
H (11.014, 6.080, -4.790)
H (-6.110, -13.159, -1.752)
H (6.259, 1.439, -1.848)
H (-10.981, 2.073, 3.793)
H (6.324, 6.535, -3.770)
H (7.598, -1.271, -6.325)
H (2.374, 10.672, 6.810)
H (3.093, 0.891, -8.037)
H (4.102, 10.813, 4.784)
H (5.998, 6.714, -5.330)
H (6.077, -3.253, -5.926)
H (5.061, -0.388, -7.977)
H (5.561, 9.049, 6.653)
H (1.810, -8.309, 7.796)
H (7.853, 5.554, -8.039)
H (-13.598, 2.509, -1.254)
H (-2.326, -12.902, 1.079)
H (3.334, -9.102, 6.179)
H (8.779, 6.660, -2.888)
H (2.342, -1.936, 7.838)
H (2.851, -2.856, 6.589)
H (3.937, -1.625, -8.361)
H (4.733, -3.780, -4.313)
H (4.764, 1.996, -2.408)
H (-2.928, -13.469, -0.500)
H (-2.266, -10.506, 0.325)
H (0.323, 8.252, 3.196)
H (4.666, 9.115, 4.510)
H (-6.010, -11.654, -0.167)
H (-4.248, -7.020, 3.399)
H (-10.389, -3.547, -0.722)
H (7.318, 8.798, -5.616)
H (3.194, 3.406, 4.294)
H (-0.019, 8.590, 4.957)
H (3.372, -3.029, -3.633)
H (4.767, 10.540, 7.240)
H (-11.003, 3.150, -1.535)
H (-3.563, -14.274, 2.394)
H (-5.238, -14.506, 2.793)
H (-7.981, 4.907, -0.095)
H (7.680, 7.279, -8.138)
H (-8.704, -3.318, -0.787)
H (-3.427, -7.492, 4.745)
H (7.016, -1.281, -8.005)
H (-10.995, 1.055, 2.403)
H (-9.662, 5.379, -0.422)
H (2.699, 7.771, 7.712)

The total charge is +1. The frontier orbital gap comes out at 0.04782 Eh. The value obtained for the HOMO energy is -0.171 hartree.

---

Relative energies, unit kcal/mol: 1 0.0; 2 391.7

---

## 1
Here is C4H13N2OS as an isolated structure from the Open Molecules 2025 dataset. Energies are from ωB97M-V/def2-TZVPD.

CARTESIAN COORDINATES (ANGSTROEM)
S (-2.895, 0.449, -1.463)
O (-4.325, 0.576, 1.371)
N (-0.516, -1.435, -0.430)
N (2.288, -0.792, -0.192)
C (3.344, -0.250, 0.631)
C (-1.482, 0.869, -0.448)
C (-0.281, -0.031, -0.747)
C (0.942, 0.370, 0.024)
H (-4.148, 0.641, 0.414)
H (3.714, 0.720, 0.290)
H (-1.144, -1.940, -1.040)
H (-1.711, 0.803, 0.614)
H (0.346, -1.958, -0.531)
H (1.882, -0.123, -0.806)
H (-0.205, 0.043, -1.846)
H (-3.958, -0.289, 1.584)
H (4.204, -0.917, 0.613)
H (-1.145, 1.879, -0.687)
H (3.020, -0.204, 1.675)
H (0.800, 0.183, 1.085)
H (1.269, 1.406, -0.108)

The frontier orbital gap (alpha / beta) comes out at 0.37739 / 0.25086 Eh. As for the spin multiplicity: 2. As for the expectation value of S²: 0.75. The value obtained for the HOMO energy (alpha / beta) is -0.349 / -0.346 hartree.

---

## 2
Here is C4H13N2OS as an isolated structure from the Open Molecules 2025 dataset. Energies are from ωB97M-V/def2-TZVPD.

CARTESIAN COORDINATES (ANGSTROEM)
S (-2.729, 1.150, -0.747)
O (-4.081, -1.443, 0.564)
N (3.678, 0.351, 0.672)
N (-0.588, -1.053, -1.107)
C (3.454, 0.705, -0.596)
C (-0.115, 0.100, -0.339)
C (0.880, -0.364, 0.716)
C (-1.313, 0.979, 0.268)
H (0.493, -1.204, 1.280)
H (-3.593, -0.623, 0.355)
H (2.805, 1.175, 0.574)
H (-1.552, 0.403, 1.155)
H (-0.843, 1.905, 0.566)
H (3.291, -0.090, -1.334)
H (-4.991, -1.243, 0.324)
H (1.712, -0.863, 0.240)
H (1.301, 0.416, 1.358)
H (-1.463, -0.849, -1.575)
H (-0.792, -1.810, -0.452)
H (4.072, 1.519, -0.963)
H (0.376, 0.838, -0.960)

The frontier orbital gap (alpha / beta) comes out at 0.31444 / 0.22320 Eh. As for the spin multiplicity: 2. As for the expectation value of S²: 0.75. The value obtained for the HOMO energy (alpha / beta) is -0.319 / -0.319 hartree.

---

Relative energies, unit kcal/mol: 1 0.0; 2 35.2